# 1
A 4-piece molecular cluster, C3H14O3S2 overall. Source: the Open Molecules 2025 dataset; level of theory: wB97M-V/def2-TZVPD.

Calculated values
Energy above the lowest of the compared OMol25 structures with the same formula, charge and spin ... 0.689 eV
Frontier orbital gap ... 9.266 eV
Structure (SMILES) ... CCCSS.O.O.O
DFT total energy ... -1144.77000 hartree

The geometry in ORCA input format:
```
! RIJCOSX wB97M-V def2-TZVPD def2/J DEFGRID3
* xyz 0 1
C -0.291 -0.685 -2.315
C 1.189 -1.091 -2.155
C -0.504 0.795 -2.628
S -0.660 2.020 -1.251
S 1.294 2.092 -0.568
H -0.845 -1.222 -3.084
H -0.789 -0.913 -1.368
H 1.829 -0.560 -2.851
H 1.209 -2.156 -2.414
H 1.499 -1.007 -1.121
H 0.223 1.252 -3.287
H -1.491 0.904 -3.096
H 0.952 1.558 0.610
H -1.344 -1.063 5.852
H -1.587 0.373 6.330
O -0.921 -0.235 6.073
H 3.132 -1.014 1.147
H 2.089 -0.219 1.910
O 2.230 -1.055 1.437
H -1.805 1.225 0.825
H -2.990 0.344 0.619
O -2.420 0.658 1.336
*
```



# 2
A 9-piece molecular cluster, H18O9 overall. Source: the Open Molecules 2025 dataset; level of theory: wB97M-V/def2-TZVPD.

Calculated values
Energy above the lowest of the compared OMol25 structures with the same formula, charge and spin ... 3.690 eV
Frontier orbital gap ... 10.724 eV
Structure (SMILES) ... O.O.O.O.O.O.O.O.O
DFT total energy ... -687.89020 hartree

The geometry in ORCA input format:
```
! RIJCOSX wB97M-V def2-TZVPD def2/J DEFGRID3
* xyz 0 1
H -0.545 1.256 0.483
H 0.782 0.893 -0.164
H -3.475 -0.300 -0.571
H -3.627 -0.044 -2.062
H 0.467 -3.493 -0.741
H 1.728 -2.895 -0.139
H 3.190 4.180 -0.245
H 3.025 2.873 -1.002
H -0.813 -2.448 -0.031
H -0.267 -1.275 0.765
H -0.251 1.668 -2.316
H -1.271 1.898 -1.213
H 1.978 0.300 2.966
H 1.625 1.645 2.351
H -4.613 0.373 1.235
H -5.711 -0.256 2.077
H 3.895 -1.955 -0.675
H 4.545 -2.531 0.573
O 0.337 1.605 0.310
O -4.052 -0.488 -1.320
O 1.241 -2.966 -0.968
O 3.688 3.422 -0.570
O -0.726 -1.489 -0.055
O -1.093 2.103 -2.138
O 1.248 0.783 2.561
O -5.466 -0.071 1.164
O 4.163 -2.790 -0.274
*
```



# 3
One molecule with the formula C6H7FO. Source: the Open Molecules 2025 dataset; level of theory: wB97M-V/def2-TZVPD.

Calculated values
Energy above the lowest of the compared OMol25 structures with the same formula, charge and spin ... 1.133 eV
Frontier orbital gap ... 9.102 eV
Structure (SMILES) ... CC1=CC(F)=C[C@@H]1O
DFT total energy ... -407.87697 hartree

The geometry in ORCA input format:
```
! RIJCOSX wB97M-V def2-TZVPD def2/J DEFGRID3
* xyz 0 1
C 1.640 -1.120 0.090
C 0.265 -0.532 0.021
C -0.944 -1.049 -0.343
C -1.901 0.033 -0.078
C -1.303 1.213 0.217
C 0.170 0.973 0.334
H 1.921 -1.371 1.114
H 1.815 -1.995 -0.507
H 2.349 -0.341 -0.211
H -1.180 -2.075 -0.564
H -1.806 2.040 0.611
H 0.580 1.204 1.363
H 0.680 1.452 -1.410
O 0.970 1.705 -0.526
F -3.254 -0.137 -0.110
*
```



# 4
An isolated ion of composition C13H17N2 and charge +1. Source: the Open Molecules 2025 dataset; level of theory: wB97M-V/def2-TZVPD.

Calculated values
Energy above the lowest of the compared OMol25 structures with the same formula, charge and spin ... 1.734 eV
Frontier orbital gap ... 9.837 eV
Structure (SMILES) ... CC[n+]1c(C)cc(C)n1-c1ccccc1
DFT total energy ... -614.83531 hartree

The geometry in ORCA input format:
```
! RIJCOSX wB97M-V def2-TZVPD def2/J DEFGRID3
* xyz 1 1
C 0.782 0.587 3.140
C 0.642 -0.667 2.610
C 0.857 1.516 2.016
C 0.335 -3.665 -1.698
C 1.476 -2.912 -1.603
C -0.692 -3.439 -0.746
C 1.608 -1.921 -0.613
C -0.552 -2.435 0.246
C 0.590 -1.633 0.282
N 0.686 -0.570 1.206
N 0.854 0.805 0.906
C 0.578 -1.904 3.456
C 0.868 3.034 2.087
C -0.644 1.544 -0.946
C 0.785 1.421 -0.441
H 0.814 0.837 4.176
H 0.158 -4.400 -2.458
H 2.268 -3.108 -2.331
H -1.548 -4.079 -0.809
H 2.544 -1.422 -0.491
H -1.392 -2.251 0.874
H 1.267 -2.678 3.104
H -0.396 -2.358 3.455
H 0.892 -1.673 4.493
H 0.007 3.412 1.560
H 0.819 3.374 3.137
H 1.771 3.455 1.593
H -1.187 2.221 -0.285
H -1.158 0.567 -0.941
H -0.694 1.945 -1.940
H 1.329 0.785 -1.177
H 1.324 2.411 -0.384
*
```